## A
Density functional theory data (ωB97M-V/def2-TZVPD) for C5H12NO2 as an isolated structure.

Computed properties:
- Net charge: -1
- Gap between HOMO and LUMO: 5.499 eV

XYZ file:
```
20
C5H12NO2 | the OMol25 dataset | ωB97M-V/def2-TZVPD
C -1.38 -0.81 -0.72
O -2.44 -0.34 -1.50
C -0.80 0.27 0.25
C 0.49 -0.24 0.98
C 1.71 -0.67 0.27
C 2.73 0.43 0.16
N 3.67 0.98 -0.84
H -1.56 -1.74 -0.23
H -0.52 -0.98 -1.36
H -0.46 1.14 -0.41
H -1.64 0.53 0.99
H -0.01 -1.26 1.53
H 0.76 0.61 1.72
H 2.06 -1.70 0.44
H 2.43 1.30 -0.70
H 2.93 0.96 1.03
H 3.72 0.48 -1.65
H -4.76 0.77 0.44
H -2.96 0.03 -0.83
O -3.98 0.24 0.43
```

=====

## B
Density functional theory data (ωB97M-V/def2-TZVPD) for an isolated ion of composition C5H12NO2 and charge -1.

Computed properties:
- SMILES string: CN[C@@H](C[O-])[C@@H](C)O
- Net charge: -1
- Gap between HOMO and LUMO: 6.504 eV

XYZ file:
```
20
C5H12NO2 | the OMol25 dataset | ωB97M-V/def2-TZVPD
C -1.26 0.04 2.24
N -0.09 -0.34 1.43
C -0.46 -0.32 0.02
C -0.54 1.33 -0.49
O -0.34 2.14 0.54
C 0.53 -1.08 -0.83
C 0.31 -0.94 -2.36
O 1.90 -0.75 -0.54
H -2.17 -0.50 1.96
H -0.99 -0.18 3.28
H -1.53 1.07 2.04
H 0.61 0.37 1.53
H -1.44 -0.78 -0.12
H -1.57 1.37 -0.90
H 0.33 1.44 -1.17
H 0.65 -2.17 -0.74
H 0.19 0.10 -2.64
H 1.26 -1.27 -2.78
H -0.45 -1.63 -2.72
H 2.09 0.20 -0.54
```

=====

Most stable structure - B; separation to the second - 0.1874 hartree.

=====

## A
Density functional theory data (ωB97M-V/def2-TZVPD) for a 2-piece molecular cluster, C5H12NO2 overall.

Computed properties:
- Net charge: -1
- Gap between HOMO and LUMO: 7.151 eV

XYZ file:
```
20
C5H12NO2 | the OMol25 dataset | ωB97M-V/def2-TZVPD
N 0.27 -1.25 1.23
C -0.09 -0.21 2.22
C -0.86 0.90 1.52
C -0.53 0.74 0.03
C 0.11 -0.67 -0.14
C 1.41 -0.64 -0.96
O 1.20 -0.73 -2.33
H -0.41 -1.99 1.28
H -0.60 -0.62 3.11
H 0.87 0.13 2.62
H -1.94 0.81 1.65
H -0.53 1.87 1.89
H -1.42 0.75 -0.59
H 0.12 1.51 -0.37
H -0.57 -1.31 -0.71
H 1.97 0.26 -0.66
H 2.03 -1.51 -0.68
H 0.41 0.27 -2.76
H -1.16 0.65 -3.14
O -0.29 1.04 -3.21
```

=====

## B
Density functional theory data (ωB97M-V/def2-TZVPD) for a 2-piece molecular cluster, C5H12NO2 overall.

Computed properties:
- Net charge: -1
- Gap between HOMO and LUMO: 5.889 eV

XYZ file:
```
20
C5H12NO2 | the OMol25 dataset | ωB97M-V/def2-TZVPD
C 0.69 1.95 0.10
O -0.29 2.47 -0.83
C 1.63 0.96 -0.55
C 2.06 -0.11 0.52
C 0.89 -0.87 1.05
C 0.13 -1.73 0.30
N -1.09 -2.20 0.58
H 1.34 2.80 0.34
H 0.13 1.64 0.97
H 1.12 0.38 -1.32
H 2.47 1.50 -1.00
H 2.59 0.45 1.32
H 2.78 -0.78 -0.01
H 0.71 -0.62 2.10
H 0.51 -1.88 -0.73
H -1.38 -2.03 1.53
H -2.93 -0.55 0.02
H -2.82 -1.63 -0.93
H -0.88 1.73 -1.06
O -3.23 -0.75 -0.86
```

=====

## C
Density functional theory data (ωB97M-V/def2-TZVPD) for a 2-piece molecular cluster, C5H12NO2 overall.

Computed properties:
- Net charge: -1
- Gap between HOMO and LUMO: 6.532 eV

XYZ file:
```
20
C5H12NO2 | the OMol25 dataset | ωB97M-V/def2-TZVPD
C -0.05 1.87 0.33
O -0.15 2.75 -0.51
C 0.10 0.25 -0.12
C -1.23 -0.12 -0.53
C -1.46 -1.56 -0.61
C -2.07 -2.10 0.48
N 1.16 0.01 -1.13
H -0.91 1.72 1.08
H 0.92 1.98 0.98
H 0.39 -0.17 0.89
H -2.08 0.30 -0.02
H -1.31 0.39 -1.56
H -0.87 -2.04 -1.45
H -2.63 -1.41 1.08
H -1.99 -3.08 0.95
H 0.86 -0.52 -1.81
H 1.59 0.82 -1.54
H 3.31 -0.38 1.27
H 1.94 -1.06 1.34
O 2.76 -1.08 1.68
```

=====

Most stable structure - A; separation to the second - 0.0254 hartree.

=====

## A
Density functional theory data (ωB97M-V/def2-TZVPD) for a 2-piece molecular cluster, C4H12PS overall.

Computed properties:
- Net charge: +1
- Gap between HOMO and LUMO (alpha / beta): 8.061 / 8.057 eV

XYZ file:
```
18
C4H12PS | the OMol25 dataset | ωB97M-V/def2-TZVPD
C 0.09 1.46 -0.95
C 1.20 0.26 1.59
C 1.16 -1.27 -0.96
C -1.38 -0.75 0.49
P 0.20 -0.06 0.01
S -2.46 -0.74 -0.84
H 0.49 2.42 -0.60
H -1.04 1.78 -1.12
H 0.44 1.17 -2.05
H 0.79 0.96 2.35
H 2.03 0.88 1.14
H 1.87 -0.55 1.94
H 1.01 -2.17 -0.35
H 2.33 -1.03 -0.96
H 0.43 -1.20 -1.88
H -1.51 -1.39 1.35
H -1.93 1.00 1.20
H -3.72 -0.79 -0.34
```

=====

## B
Density functional theory data (ωB97M-V/def2-TZVPD) for an isolated ion of composition C4H12PS and charge +1.

Computed properties:
- Net charge: +1
- Gap between HOMO and LUMO: 9.940 eV

XYZ file:
```
18
C4H12PS | the OMol25 dataset | ωB97M-V/def2-TZVPD
C -0.69 -1.45 -0.47
C -1.93 1.26 -0.82
C 0.97 0.91 -1.26
C 1.06 -0.18 2.42
P -0.49 0.37 -0.33
S -0.39 0.78 1.89
H 0.18 -1.83 -1.12
H -1.65 -1.80 -0.95
H -0.64 -1.75 0.56
H -1.80 2.24 -0.58
H -2.91 0.92 -0.51
H -1.96 1.01 -1.89
H 1.10 2.01 -0.98
H 0.85 0.68 -2.34
H 1.89 0.24 -0.96
H 0.60 -1.22 2.77
H 1.39 0.24 3.35
H 1.79 -0.07 1.72
```

=====

Most stable structure - B; separation to the second - 0.1469 hartree.

=====

## A
Density functional theory data (ωB97M-V/def2-TZVPD) for a 2-piece molecular cluster, C3H6N3O2 overall.

Computed properties:
- Net charge: +1
- Gap between HOMO and LUMO: 10.117 eV

XYZ file:
```
14
C3H6N3O2 | the OMol25 dataset | ωB97M-V/def2-TZVPD
C -0.49 -1.45 0.03
C -0.73 2.00 0.86
C 0.34 -0.48 -0.33
N -1.62 2.52 1.38
N 1.05 0.24 -1.06
N -0.26 -2.46 0.86
O 1.42 1.49 -0.76
O 1.55 -0.17 -2.26
H -1.52 -1.32 -0.30
H 0.78 1.86 -0.06
H -2.38 2.97 1.85
H 0.66 -2.66 1.20
H 2.19 0.50 -2.58
H -1.01 -3.05 1.17
```

=====

## B
Density functional theory data (ωB97M-V/def2-TZVPD) for an isolated ion of composition C3H6N3O2 and charge +1.

Computed properties:
- SMILES string: NC(=O)/[NH+]=C/NC=O
- Net charge: +1
- Gap between HOMO and LUMO: 9.337 eV

XYZ file:
```
14
C3H6N3O2 | the OMol25 dataset | ωB97M-V/def2-TZVPD
N 2.42 -0.74 0.04
C 1.53 0.54 0.03
O 1.85 1.67 0.15
N 0.13 0.07 0.02
C -0.81 1.01 0.17
N -2.11 0.84 0.28
C -2.92 -0.31 0.06
O -4.05 -0.24 -0.24
H 2.37 -1.13 0.92
H 3.38 -0.47 -0.26
H 0.22 -0.62 -0.66
H -0.30 1.93 0.54
H -2.58 1.74 0.49
H -2.33 -1.14 0.20
```

=====

Most stable structure - B; separation to the second - 0.1655 hartree.